Molecular formula: C34H80Cl10N4
Method: DFT, ωB97M-V/def2-TZVPD

Output
LUMO level	0.468	eV
gap between HOMO and LUMO	8.1	eV
highest occupied orbital energy	-7.68	eV
structure (SMILES)	CCN(CC)CC.CCN(CC)CC.CCN(CC)CC.CCN(CC)CC.ClCCCl.ClCCCl.ClCCCl.ClCCCl.ClCCCl
relative energy (zero: lowest compared OMol25 entry of this formula, charge and spin)	516.5	kJ/mol
E_tot	-6163.57017	Eh

Each line ends with the Mulliken charge.
Element x y z (Å)
H (2.16673, -1.71195, 6.87140)  0.351
H (3.37563, -1.70412, -1.77654)  0.026
N (1.38935, -0.98857, 4.99305)  0.451
C (0.96480, 0.01037, 2.86076)  -0.871
C (-1.58709, 2.22023, -5.75561)  -0.034
H (2.47255, -4.58273, -4.60191)  0.574
H (-2.66574, -5.14027, 0.15300)  0.349
H (4.07341, 7.65607, 0.86762)  0.437
H (-1.33794, -5.90444, -4.86273)  0.350
H (0.57604, 0.88286, 2.50265)  0.052
C (-0.23233, -0.78904, -1.64303)  0.364
H (0.44094, -0.87983, 2.16077)  -0.259
H (-1.69239, 2.22965, 3.67021)  0.380
H (0.13578, -2.09890, 7.33500)  0.301
C (3.49016, 6.92522, 0.34814)  -1.579
H (1.70854, 4.19893, 2.25386)  0.604
H (1.17945, -7.21061, -2.76258)  0.377
C (2.16269, -0.65680, 6.22222)  -0.696
C (0.82208, 0.11877, 4.43606)  -1.099
H (4.11417, 4.65706, -1.03746)  0.586
H (0.15791, -7.38025, -3.91522)  0.633
Cl (-2.40141, -3.06305, 1.37046)  -0.129
H (1.24105, -2.93373, 4.82033)  0.446
H (0.58858, 5.27466, -0.97924)  0.234
H (-2.36048, 3.80470, 3.01194)  0.580
H (-4.11549, -0.49491, 3.39822)  0.339
C (-5.79571, 1.68393, 0.03446)  -1.594
H (3.34187, 0.74020, 5.35379)  0.171
H (-2.29846, 1.47870, -7.79282)  0.470
C (-0.16185, -2.38345, 6.24909)  -1.085
C (-2.36214, 1.57296, -6.78680)  -0.692
H (1.61725, -0.17638, 6.94346)  0.604
C (0.76877, -4.63732, -3.44898)  0.362
H (0.08509, -4.00152, 1.17126)  0.129
H (3.46309, 2.98117, -2.40505)  0.915
Cl (1.03046, -0.12860, -0.51240)  -0.119
H (3.18561, 2.32832, 2.84203)  -0.013
C (3.40533, -1.01873, -4.01814)  -0.392
H (2.65538, -1.84030, -4.30754)  0.035
H (-5.70180, -0.10072, 3.19313)  0.402
H (-0.41252, 6.90720, 0.64880)  0.329
H (-0.23421, -8.79658, -1.77257)  0.299
H (4.78508, -0.80819, -2.46793)  0.428
C (-2.15873, -4.03407, -3.79188)  -1.480
C (-4.30235, 1.68386, 0.42772)  -0.105
H (-6.12569, 2.81076, 0.05993)  0.313
H (-5.23732, 1.91833, 3.18939)  0.343
H (0.45371, -1.24751, -2.56222)  -0.304
C (3.55796, -0.06017, 5.97637)  -1.110
Cl (-0.82047, -5.40613, 2.66789)  -0.171
H (-1.93188, 2.35767, 0.72393)  -0.565
H (-6.38323, 1.07648, 0.65148)  0.350
Cl (4.86380, -3.22815, -3.00998)  -0.189
H (-3.23406, -4.07981, -3.99618)  0.472
H (4.07377, 3.67018, 3.08182)  0.309
H (2.68499, 6.21667, 2.05479)  0.538
H (-2.36042, 0.57158, -6.57260)  0.332
H (-1.82183, 1.04840, 1.99398)  0.032
H (-1.39345, 3.25238, -5.92425)  0.368
H (1.98956, 2.82901, 1.13248)  0.567
H (-0.05422, -2.47136, 4.18846)  0.296
Cl (-2.47982, 5.76516, 1.09468)  -0.164
C (2.30698, 3.68576, 1.50447)  -1.209
Cl (-4.05349, 2.30330, -6.73022)  -0.244
H (-3.97288, 1.75499, 3.83213)  0.688
Cl (2.60744, 0.48493, -3.66555)  0.000
H (-3.84408, 2.39774, -0.28588)  0.442
H (-1.60805, -4.01006, -0.59121)  -0.748
H (-1.04551, -1.75085, 6.03240)  0.258
H (1.59168, -4.46472, -2.53983)  0.028
C (-1.74387, 2.92030, 2.83794)  -1.273
H (4.46835, 3.08342, -0.50588)  0.131
H (-0.42781, -3.49298, 6.32847)  0.314
H (4.08856, 0.19443, 6.85002)  0.430
H (0.15418, -5.58698, 0.38966)  0.374
C (-1.08163, 6.29231, 0.11710)  -0.654
Cl (-0.03452, 1.43399, -5.98553)  -0.198
H (1.28108, 0.90804, 4.69888)  0.934
H (4.06674, -0.77912, 5.19400)  0.247
C (-4.33573, 1.32231, 2.93809)  -0.676
C (-1.74455, -4.45684, 0.29757)  0.346
H (-4.89415, -0.50279, 1.80057)  0.241
C (-0.34997, 5.04600, -0.42436)  0.108
H (1.57645, -5.88865, -4.97451)  0.405
H (-5.87262, 1.28418, -0.88965)  0.511
C (3.68623, 3.93588, -0.56891)  -0.751
H (1.29121, -4.44709, -5.28634)  0.576
H (0.39969, -3.53472, -3.43207)  -0.375
H (-0.01886, 4.36297, 0.56381)  -0.356
Cl (-1.13051, 4.10264, -1.72175)  -0.060
C (2.92690, 3.24624, -1.65155)  -1.174
H (-1.84264, -8.31202, -2.39800)  0.350
H (-1.79640, -3.33281, -4.48390)  0.425
C (-1.45824, -5.44488, -3.84738)  -0.735
C (-4.76444, 0.06410, 2.75211)  -1.385
H (1.90291, -0.14922, 2.74363)  1.134
C (4.10705, -1.63560, -2.72126)  -0.267
C (-0.87468, -7.79306, -2.10910)  -1.080
Cl (-2.42953, -0.22806, -3.02088)  -0.206
N (-3.76063, 2.01722, 1.82012)  0.127
H (2.19224, 3.84871, -2.30080)  0.262
N (-0.24388, -5.51889, -3.06419)  0.915
H (2.62377, 7.55232, 0.32302)  0.299
H (-0.68375, 3.28690, 2.54985)  -0.398
H (4.26090, -1.12552, -4.87216)  0.359
H (-0.69759, -1.59287, -1.03047)  -0.174
C (0.01959, -6.95466, -2.99930)  -0.802
C (-0.96026, 0.32886, -2.21259)  0.816
H (-1.67125, 2.26390, -4.62063)  0.009
H (3.72439, 6.93928, -0.70442)  0.345
H (-1.12903, -7.27620, -0.99502)  0.058
C (3.50690, 3.03433, 2.33665)  -1.171
H (-0.25716, 0.49815, -3.17741)  -0.252
H (-2.06748, -3.63607, -2.88484)  0.186
C (-2.35739, 2.08189, 1.78366)  1.160
H (-2.18736, -6.03389, -3.52644)  0.591
H (-0.30935, 0.33870, 4.56783)  -0.105
C (1.57052, -4.99826, -4.46670)  -2.102
H (-1.44654, 6.91942, -0.58084)  0.539
H (4.34196, 2.62802, 1.74720)  0.278
H (2.00744, 2.56250, -1.30631)  -0.059
H (4.17091, 5.69678, 1.66449)  0.370
C (3.25918, 5.87779, 1.18471)  -0.544
N (2.81194, 4.66209, 0.53254)  0.924
C (0.48986, -2.10660, 5.08777)  -0.741
C (-0.47568, -4.96999, 1.02932)  -0.189
H (-1.06162, 1.16332, -1.31597)  -0.185
H (-4.16040, 0.58639, 0.13283)  0.079